Record 1
Entry from the OMol25 dataset: C18H29NO2 as an isolated structure at a distorted geometry (ωB97M-V/def2-TZVPD).

Element x y z (Å)
C  3.588  -1.151  -4.037
C  2.930  -1.310  -2.617
H  3.717  -1.153  -1.825
H  2.173  -0.668  -2.486
C  2.382  -2.836  -2.585
C  2.427  -3.056  -0.991
C  3.282  -3.993  -0.398
C  2.914  -4.446  1.034
C  2.088  -3.707  1.805
C  1.338  -2.559  1.214
C  1.522  -2.448  0.051
O  0.723  -1.544  -0.733
C  -0.216  -0.495  -0.213
C  0.689  0.560  0.834
O  -0.120  1.046  1.767
C  -0.746  2.238  1.506
C  -2.240  1.901  0.819
N  -3.267  2.718  1.163
C  -3.341  4.017  0.807
H  -3.247  4.051  -0.327
C  -4.374  4.690  1.381
H  -4.009  5.821  1.490
H  -5.252  4.497  1.106
C  -4.048  4.226  2.905
H  -5.328  4.072  3.491
H  -3.486  4.738  3.425
C  -3.854  2.812  2.412
H  -4.773  2.013  2.796
H  -2.971  2.395  3.274
H  -2.217  4.567  0.920
H  -2.225  1.598  -0.056
H  -2.597  0.719  1.296
H  -0.387  2.921  0.902
H  -1.049  2.719  2.359
H  1.026  1.350  -0.032
H  1.566  0.062  1.381
H  -0.918  -0.156  -0.808
H  -0.532  -0.940  0.771
H  0.729  -2.051  1.912
H  2.178  -3.874  2.988
H  3.660  -4.953  1.501
H  4.051  -4.653  -0.818
C  1.296  -3.167  -3.196
H  0.913  -4.094  -3.024
H  1.374  -3.222  -4.207
H  0.335  -2.292  -2.860
H  3.256  -3.414  -2.814
H  4.287  -1.779  -4.370
H  3.870  -0.316  -4.135
H  2.884  -1.455  -4.777

HOMO, eV: -7.823
Max |F|, eV/Å: 17.4
E_LUMO, eV: 0.8
Gap between HOMO and LUMO, eV: 8.58
Net charge: 0
Energy relative to the best compared isomer or geometry (same formula, charge and spin), kcal/mol: 436.97
Total energy, eV: -24703.186

***

Record 2
Entry from the OMol25 dataset: a 7-piece molecular cluster, C20H48BBrF9NO7P overall at a distorted geometry (ωB97M-V/def2-TZVPD).

Element x y z (Å)
N  -4.492  4.869  -1.549
C  -4.490  3.528  -2.286
C  -3.362  2.463  -1.662
C  -3.913  0.951  -2.070
C  -2.747  -0.093  -2.532
B  -1.894  -0.810  -1.332
P  -2.801  -0.998  0.341
O  -3.217  0.565  1.048
Br  -4.731  -2.169  -0.179
C  -0.369  -0.148  -1.100
F  -0.368  1.248  -1.594
F  -0.112  -0.109  0.382
C  0.813  -1.082  -1.744
F  0.788  -2.510  -1.277
F  0.539  -1.154  -3.225
C  2.340  -0.530  -1.529
F  2.965  -0.397  -2.898
F  2.450  0.804  -0.897
C  3.331  -1.541  -0.689
F  2.864  -1.842  0.694
F  3.717  -2.775  -1.459
F  4.627  -0.783  -0.514
H  -5.339  5.421  -1.856
H  -4.620  4.614  -0.537
H  -5.565  3.070  -2.223
H  -4.252  3.694  -3.445
H  -2.352  2.752  -2.179
H  -3.372  2.659  -0.501
H  -4.637  0.573  -1.233
H  -4.601  1.130  -3.030
H  -2.056  0.433  -3.351
H  -3.293  -0.971  -3.129
H  -1.666  -1.926  -1.709
H  -2.438  0.931  1.573
C  -8.952  -0.120  -2.600
C  -7.855  0.924  -2.566
O  -6.649  0.378  -3.081
H  -8.666  -0.997  -2.011
H  -9.887  0.284  -2.203
H  -9.124  -0.467  -3.624
H  -7.670  1.252  -1.539
H  -8.127  1.799  -3.164
H  -6.821  0.098  -3.996
C  0.834  1.011  4.448
C  -0.185  1.250  3.353
O  -1.495  1.246  3.900
H  0.648  0.053  4.945
H  1.849  1.006  4.041
H  0.765  1.787  5.217
H  -0.128  0.460  2.598
H  -0.013  2.211  2.860
H  -1.538  1.956  4.563
C  6.079  1.599  2.783
C  6.461  2.235  1.463
O  6.590  1.237  0.462
H  6.834  0.867  3.091
H  5.981  2.355  3.567
H  5.131  1.059  2.693
H  7.420  2.755  1.552
H  5.705  2.958  1.143
H  5.731  0.787  0.385
C  5.467  -6.291  -2.320
C  4.230  -6.368  -3.191
O  3.097  -5.914  -2.465
H  5.342  -6.899  -1.419
H  6.349  -6.642  -2.863
H  5.644  -5.263  -1.988
H  4.045  -7.401  -3.502
H  4.343  -5.752  -4.088
H  3.268  -4.994  -2.201
C  -6.035  -5.858  3.342
C  -5.402  -5.069  2.215
O  -5.508  -3.677  2.477
H  -7.089  -5.586  3.457
H  -5.965  -6.933  3.153
H  -5.544  -5.635  4.295
H  -5.909  -5.278  1.269
H  -4.344  -5.325  2.103
H  -5.047  -3.501  3.315
C  9.138  6.616  1.815
C  8.819  5.166  2.116
O  7.502  5.057  2.635
H  9.050  7.225  2.720
H  10.152  6.718  1.418
H  8.431  7.025  1.086
H  9.514  4.768  2.861
H  8.892  4.553  1.213
H  6.892  5.406  1.962

HOMO, eV: -3.999
Max |F|, eV/Å: 5.5
E_LUMO, eV: 2.2
Gap between HOMO and LUMO, eV: 6.15
Net charge: -1
Total energy, eV: -141801.277

***

Record 3
Entry from the OMol25 dataset: C5H10O3 as an isolated structure at a distorted geometry (ωB97M-V/def2-TZVPD).

Element x y z (Å)
C  0.717  0.516  0.699
C  1.540  -0.329  1.662
C  -0.972  -0.208  0.996
O  -1.053  -1.398  1.175
H  -1.396  0.576  1.637
H  0.584  1.542  1.051
H  1.301  0.611  -0.218
H  2.562  0.056  1.732
H  1.597  -1.363  1.313
H  1.108  -0.353  2.665
C  -0.246  -0.668  -2.047
C  -0.629  0.620  -1.404
O  -1.950  0.330  -0.561
O  -0.419  1.759  -1.693
H  -2.294  1.224  -0.383
H  -0.908  -0.841  -2.897
H  0.788  -0.580  -2.384
H  -0.329  -1.494  -1.342

HOMO, eV: -8.865
Max |F|, eV/Å: 3.9
E_LUMO, eV: 0.6
Gap between HOMO and LUMO, eV: 9.44
Net charge: 0
Energy relative to the best compared isomer or geometry (same formula, charge and spin), kcal/mol: 76.06
Total energy, eV: -11486.889

***

Record 4
Entry from the OMol25 dataset: a 2-piece molecular cluster, HI5Si2 overall at a distorted geometry (ωB97M-V/def2-TZVPD).

Element x y z (Å)
Si  -3.533  -1.225  -2.144
Si  1.897  0.691  0.788
I  -1.729  -1.592  -0.603
I  1.835  -1.728  1.382
I  1.473  0.864  -1.649
I  0.380  2.211  2.114
I  4.188  1.460  1.162
H  -4.510  -0.682  -1.052

HOMO, eV: -8.713
Max |F|, eV/Å: 1.2
E_LUMO, eV: -1.4
Gap between HOMO and LUMO, eV: 7.29
Net charge: 0
Energy relative to the best compared isomer or geometry (same formula, charge and spin), kcal/mol: 41.35
Total energy, eV: -56277.866

***

Record 5
Entry from the OMol25 dataset: one molecule with the formula C4H2F6N2S at a distorted geometry (ωB97M-V/def2-TZVPD).

Element x y z (Å)
F  -2.275  -0.218  -1.389
C  -1.074  -0.335  -0.709
C  -0.437  -1.488  -0.517
N  0.682  -1.471  0.294
F  1.610  -2.478  0.045
C  1.385  -0.238  0.277
F  2.387  -0.189  1.158
F  1.966  -0.076  -0.999
N  0.451  0.771  0.662
F  1.272  1.878  1.017
C  -0.645  1.068  -0.200
F  -0.223  1.841  -1.252
S  -2.034  1.997  0.603
H  -0.827  -2.472  -0.875
H  -2.238  1.409  1.885

HOMO, eV: -10.041
Max |F|, eV/Å: 2.1
E_LUMO, eV: 0.2
Gap between HOMO and LUMO, eV: 10.27
Net charge: 0
Energy relative to the best compared isomer or geometry (same formula, charge and spin), kcal/mol: 55.59
Total energy, eV: -34295.186
SMILES: FC1=CN(F)C(F)(F)N(F)[C@]1(F)S